ORCA calculation (ωB97M-V with the def2-TZVPD basis set) on a single C8H8OS molecule at a distorted geometry.

Computed properties:
- 2S+1 = 1
- charge = 0
- E (eV) = -21303.8452
- relative energy (zero: lowest compared OMol25 entry of this formula, charge and spin) (kcal per mole) = 63.7
- HOMO (eV) = -8.88
- LUMO level (eV) = 0.837
- SMILES = C1#CCSCC#CCOC1

```
18
Properties=species:S:1:pos:R:3:mulliken_charge:R:1
C 0.46 0.98 -1.32 0.18
C 0.08 0.09 1.68 0.40
C -0.13 0.02 -1.70 0.19
C -0.41 -0.97 1.35 0.03
O 0.27 2.24 0.65 -0.33
S -1.95 -1.77 -0.69 -0.10
C 1.05 2.08 -0.55 -0.67
C 0.63 1.42 1.80 -0.72
C -0.83 -1.25 -2.05 -0.74
C -0.94 -2.18 0.76 -0.76
H 1.00 2.99 -1.13 0.31
H 2.08 1.87 -0.29 0.32
H 1.69 1.37 1.93 0.35
H 0.18 1.87 2.72 0.27
H -0.12 -2.06 -2.19 0.32
H -1.42 -1.08 -2.93 0.31
H -1.52 -2.74 1.49 0.34
H -0.12 -2.87 0.45 0.31
```